(1)
# C16H22BN7Pd

C16H22BN7Pd as an isolated structure (ωB97M-V/def2-TZVPD, the OMol25 dataset).

As for the total charge: 0. Its frontier orbital gap (spin up / spin down) is 6.48 / 6.29 eV. Its spin multiplicity is 3.

The geometry in XYZ format:
```
47
Properties=species:S:1:pos:R:3:forces:R:3:lowdin_spin:R:1
H -0.5889 -2.7303 -0.9412 0.20 0.22 0.05 0.0012
N -1.1692 -0.8271 -0.1701 -1.91 -0.93 0.91 0.0233
B -2.5254 1.0648 0.8339 1.11 0.08 -1.14 0.0000
N -2.3657 -0.4086 0.4065 0.67 -0.96 -0.54 -0.0001
C -3.2668 -1.4188 0.4006 0.70 0.03 -0.09 -0.0004
Pd 0.5102 0.6784 -0.5272 -0.71 -5.91 -1.25 0.5930
H -4.2614 -1.2582 0.8030 0.22 -0.10 -0.12 0.0000
C -2.6570 -2.5385 -0.1537 0.04 0.33 0.14 0.0008
H -3.0964 -3.5157 -0.3074 0.10 0.19 0.05 0.0002
C -1.3431 -2.1206 -0.4757 -1.19 0.73 0.34 0.0029
H -3.6027 1.3469 1.2548 -0.12 -0.06 0.02 -0.0001
C 2.1663 1.4564 -0.9444 2.36 1.82 -2.92 0.0571
H 2.8971 0.7840 -1.5005 -0.66 0.62 1.25 0.0124
H 2.4057 1.7351 0.0784 1.04 0.60 -0.24 0.0072
H 1.9770 2.2786 -1.7133 0.65 -0.35 1.50 0.0054
N -2.1779 1.8671 -0.4874 1.11 0.47 -1.30 0.0191
N -1.3971 1.4534 1.8073 1.80 -0.03 0.08 -0.0006
N -0.9760 1.6952 -1.1324 -2.96 3.12 -1.85 0.1214
N -0.0644 1.3085 1.4170 -0.32 0.74 2.23 0.0131
C -2.8801 2.7460 -1.2054 0.83 0.00 -0.64 0.0042
C -1.4401 2.0183 3.0309 0.57 -0.25 -0.23 -0.0011
H -3.8523 3.0443 -0.9311 -0.87 0.23 0.30 0.0019
H -2.3889 2.2101 3.5172 0.19 -0.02 -0.13 0.0000
C -2.1160 3.1322 -2.2997 -0.81 0.73 -0.44 0.0020
C -0.1351 2.2325 3.4618 -0.16 0.01 0.12 0.0006
C -0.9154 2.4768 -2.2583 -1.13 -1.39 2.83 0.0062
C 0.6875 1.7699 2.4231 -1.48 0.10 -0.10 0.0016
H -2.3784 3.8072 -3.0665 -0.54 0.67 -0.52 0.0008
H 0.1862 2.6612 4.3983 -0.10 -0.02 -0.06 0.0002
H -0.0323 2.4930 -2.8755 -0.13 -0.05 0.07 0.0028
H 1.7631 1.7844 2.3724 0.00 -0.03 -0.15 0.0005
H 0.5426 0.3074 -2.1772 0.60 0.80 1.90 0.0182
C 2.2336 -1.2429 2.2231 0.06 0.05 0.66 0.0515
C 2.2711 -1.8133 0.8670 -0.09 -0.29 -1.60 0.2934
C 2.9961 -3.0022 0.5115 0.16 -0.83 -1.54 0.1253
C 2.7726 -3.2125 -0.8547 0.47 -0.21 1.65 0.1451
C 1.9035 -2.1493 -1.2878 0.55 0.54 1.70 0.2860
C 1.4100 -1.9985 -2.6579 -0.48 0.12 -0.75 0.0572
N 1.6415 -1.3153 -0.2368 0.37 -0.71 0.18 0.0744
H 2.6665 -0.2362 2.2772 -0.18 -0.17 -0.20 0.0149
H 2.8163 -1.8754 2.9069 -0.14 0.13 -0.23 -0.0008
H 1.2118 -1.1941 2.6179 0.08 0.14 -0.20 0.0149
H 3.5958 -3.5951 1.2053 -0.23 0.19 -0.37 0.0029
H 3.1424 -3.9985 -1.5123 -0.05 0.19 0.37 0.0036
H 2.2396 -1.9062 -3.3719 -0.05 -0.12 0.17 0.0162
H 0.8219 -2.8779 -2.9526 0.20 -0.01 0.03 0.0159
H 0.7721 -1.1169 -2.7731 0.23 -0.43 0.07 0.0057
```
Positions in Å, forces in eV/Å.

***

(2)
# C16H22Br4F6LiN2O3P

C16H22Br4F6LiN2O3P as an isolated structure (ωB97M-V/def2-TZVPD, the OMol25 dataset).

As for the total charge: 0. Its energy above the lowest of the compared OMol25 structures with the same formula, charge and spin is 12.332 eV. Its frontier orbital gap is 2.00 eV.

The geometry in XYZ format:
```
55
Properties=species:S:1:pos:R:3:forces:R:3:lowdin_charge:R:1
C 2.7817 2.5823 0.5501 -1.97 -2.97 -0.77 -0.0289
C 1.9167 1.5330 -0.0539 2.08 1.10 1.63 -0.0956
C 1.6573 0.0261 0.5379 -1.47 1.05 -0.84 -0.1348
N 0.4038 -0.6237 -0.0076 5.93 -2.74 5.16 0.1655
C 0.4382 -1.9856 0.6642 0.93 0.05 0.05 -0.1161
O -0.6914 -2.8605 0.3132 2.73 2.72 2.53 -0.0901
C -1.8102 -2.3880 1.1803 -0.39 1.45 1.08 -0.1074
C -2.7843 -1.2755 0.4199 -0.56 0.75 0.19 -0.2912
C -2.5771 0.2519 1.0088 -0.48 0.44 0.55 -0.0748
O -2.6313 -1.2802 -1.0443 2.06 4.18 3.71 -0.1226
C 1.7302 -2.1790 1.6541 -4.18 2.62 -4.00 0.0276
N 2.4223 -0.8383 1.5155 -4.35 -0.45 -2.94 -0.5121
Br 3.9846 -0.3266 2.4138 -1.29 -0.55 -0.48 0.8716
H 2.9583 2.5425 1.7300 0.14 0.04 -3.05 0.0747
H 3.2801 3.3956 -0.1473 -1.61 -1.54 1.81 0.0883
H 1.3692 1.7955 -1.0817 1.55 -1.18 2.27 0.1263
H -0.2844 -0.2000 -0.6701 0.62 -0.85 0.78 0.1498
H -1.3000 -1.8020 2.0854 -1.29 -1.39 -1.73 0.1193
H -2.4034 -3.2859 1.6446 1.21 1.51 -1.41 0.1319
H -3.8915 -1.5940 0.6535 2.04 0.52 -0.51 0.1372
H -1.9232 0.2958 1.9836 -1.19 -0.19 -1.77 0.0773
H -3.6460 0.6917 1.2940 2.37 -0.80 -0.74 0.0576
H -2.0749 0.9952 0.2311 -1.15 -1.64 1.51 0.0878
H -2.6474 -0.3311 -1.4156 -0.50 -1.76 0.78 0.1344
H 1.9824 -3.1350 2.2822 -0.28 2.48 -1.40 0.1404
C 7.5732 2.4645 -1.2315 0.02 -0.06 0.16 -0.0892
C 6.3979 2.0283 -0.6206 0.14 0.00 0.08 -0.0964
C 6.4333 1.5177 0.6766 0.23 0.14 -0.07 -0.1283
C 7.6438 1.4525 1.3673 -0.04 0.07 -0.22 -0.0949
C 8.8185 1.8922 0.7577 -0.11 -0.01 -0.06 -0.0922
C 8.7845 2.3941 -0.5430 -0.19 -0.06 0.09 -0.0899
H 7.5457 2.8592 -2.2438 0.00 -0.06 0.15 0.1032
H 5.4536 2.0856 -1.1563 0.13 -0.04 0.06 0.0913
H 5.5184 1.1717 1.1499 0.33 0.25 -0.28 -0.0285
H 7.6708 1.0592 2.3800 0.03 0.05 -0.12 0.0980
H 9.7615 1.8428 1.2966 -0.15 0.00 -0.09 0.1026
H 9.7007 2.7315 -1.0196 -0.13 -0.04 0.07 0.1029
C -5.9926 2.3521 3.3944 0.01 1.41 -0.32 -1.5899
Br -4.4833 3.0756 4.3858 -0.35 -0.28 -0.25 0.5585
Br -5.9840 2.9324 1.5376 0.04 -0.32 0.57 0.6058
Br -6.0974 0.4157 3.5471 -0.02 -0.43 0.09 0.4028
H -6.9003 2.7587 3.8523 0.35 -0.32 -0.14 -0.0197
C -2.6175 -3.6608 -2.8225 0.19 -1.65 -0.73 -0.2736
O -3.2110 -2.7360 -2.0830 0.96 -4.33 -0.77 -0.1644
H -2.7936 -3.6273 -3.9111 -0.23 0.77 -0.30 0.0813
H -1.5152 -3.6994 -2.7950 0.58 0.46 0.30 0.0753
H -2.8641 -4.7146 -2.6080 -0.21 -0.28 0.58 0.0600
Li -5.9003 -2.2195 3.4880 0.05 -0.13 -0.22 0.5136
F -4.8251 0.5117 -2.7739 5.61 2.65 2.08 -0.1624
P -5.6003 -0.6258 -3.5056 -0.35 -0.79 -0.50 0.0009
F -6.3718 -0.6768 -4.8593 -5.20 -0.29 -2.70 -0.1511
F -4.6787 -1.6443 -2.7684 2.87 0.66 0.55 -0.1792
F -6.6767 0.3828 -3.0016 -5.67 1.55 0.50 -0.1570
F -6.5293 -1.7726 -3.0038 -5.72 -2.30 0.44 -0.1464
F -4.5203 -0.5555 -4.6277 5.89 0.51 -1.39 -0.1489
```
Positions in Å, forces in eV/Å.

***

(3)
# C16H22BrClN2O5PS

An isolated ion of composition C16H22BrClN2O5PS and charge +1 (ωB97M-V/def2-TZVPD, the OMol25 dataset).

As for the total charge: +1. Its frontier orbital gap is 5.88 eV. As for the SMILES: NCCCCc1c(CCCC(=O)O)c(C(=O)OCl)c(Br)c([PH2]=S)[n+]1CC=O.

The geometry in XYZ format:
```
49
Properties=species:S:1:pos:R:3:forces:R:3:lowdin_charge:R:1
N -0.4856 4.9289 1.2365 0.35 -0.02 0.72 -0.0503
C 0.8925 4.3437 0.9818 0.02 0.27 2.19 -0.2490
C 0.9273 2.8478 1.6507 1.40 -1.02 -0.47 -0.1905
C 1.2066 1.6295 0.5392 0.27 0.87 0.57 -0.1736
C 1.3646 0.2540 1.4387 -0.37 0.15 0.33 -0.1387
C 0.8056 -1.1036 0.7218 -2.40 -1.98 -1.50 0.0448
C -0.8404 -1.1221 0.4194 0.38 -2.47 -0.55 0.0395
C -1.8431 0.1500 0.8083 -0.50 -0.84 -0.38 -0.1323
C -2.3746 0.7478 -0.6378 0.24 -0.41 -0.54 -0.1821
C -2.6950 2.3554 -0.6310 -0.46 0.52 -0.80 -0.0807
C -1.8053 3.0356 -1.8330 0.58 -1.57 -6.77 -0.2580
O -1.8458 2.4723 -3.0727 0.25 3.19 8.25 -0.0364
O -0.9808 4.2579 -1.7179 -0.37 -3.82 0.43 -0.0269
C -1.5863 -2.4156 -0.2927 4.13 -0.25 -0.17 0.0223
C -3.1928 -2.5514 -0.5888 -5.70 0.75 4.78 -0.3254
O -4.0966 -2.5085 0.4295 7.13 -0.15 -6.18 -0.0626
O -3.8056 -2.6938 -1.9473 2.08 -0.50 3.66 -0.5043
Cl -5.2399 -3.6023 -1.6814 0.27 0.40 -0.83 0.7470
C -0.6173 -3.6615 -0.7349 1.62 3.35 1.83 -0.4179
Br -1.4147 -5.3046 -1.6174 1.27 2.57 1.32 0.7060
C 1.0191 -3.5362 -0.4122 -3.20 2.40 0.11 -0.2254
P 2.0607 -5.0534 -1.0076 -0.90 -2.17 0.84 0.3395
S 1.5949 -6.6873 0.0177 0.28 1.37 -0.50 0.1179
N 1.6314 -2.3111 0.2993 -3.68 0.47 -0.59 -0.0542
C 3.1166 -2.3702 0.5603 2.17 -0.88 -0.35 -0.1288
C 4.0484 -2.1480 -0.8049 -1.26 3.75 -4.77 -0.1186
O 3.7793 -1.2586 -1.7674 1.30 -5.57 6.41 -0.0394
H -0.5004 5.5615 2.0753 0.30 -0.94 -1.26 0.0835
H -1.1998 4.1958 1.4429 1.08 0.82 -0.44 0.0367
H 1.6485 5.0097 1.6206 -1.51 -1.45 -1.62 0.1312
H 1.2540 4.4039 -0.1294 -0.98 -0.35 2.02 0.1056
H 1.8334 2.8193 2.4223 -1.90 -0.12 -1.60 0.1265
H -0.0258 2.5517 2.2630 1.60 0.95 -1.20 0.0974
H 0.3468 1.5378 -0.2491 1.58 0.19 1.54 0.1020
H 2.2026 1.9521 -0.0138 -2.05 -1.15 1.03 0.1345
H 0.6826 0.4287 2.4032 1.43 -0.69 -2.11 0.1355
H 2.4635 0.2188 1.8266 -2.06 -0.37 -0.86 0.1197
H -1.3383 0.9471 1.5002 -0.72 -1.62 -1.59 0.0949
H -2.8037 -0.2505 1.3798 2.30 0.51 -1.08 0.1392
H -1.5458 0.4571 -1.4406 -1.92 1.01 1.56 0.1272
H -3.3723 0.2039 -0.9888 2.26 1.00 0.96 0.1324
H -3.8367 2.4925 -0.9513 2.64 -0.17 0.59 0.1501
H -2.5938 2.8727 0.4139 0.14 -1.01 -2.10 0.1108
H -0.0354 3.9867 -1.9907 -2.30 0.53 0.11 0.1302
H 3.4824 -4.8792 -0.8592 -0.88 0.81 -0.47 -0.0235
H 1.7652 -5.2799 -2.4271 0.35 1.04 1.06 0.0140
H 3.4313 -3.4504 0.9604 -1.03 2.37 -0.75 0.1408
H 3.5258 -1.6128 1.3494 -1.29 -1.26 -1.48 0.1403
H 4.9927 -2.8612 -0.9638 -1.91 1.51 0.67 0.1496
```
Positions in Å, forces in eV/Å.

***

(4)
# C16H22F3NO4PS

A 2-piece molecular cluster, C16H22F3NO4PS overall (ωB97M-V/def2-TZVPD, the OMol25 dataset).

As for the total charge: -1. Its energy above the lowest of the compared OMol25 structures with the same formula, charge and spin is 0.000 eV. Its frontier orbital gap is 6.32 eV.

The geometry in XYZ format:
```
48
Properties=species:S:1:pos:R:3:forces:R:3:lowdin_charge:R:1
C 3.4999 2.2869 -2.0199 0.03 -0.16 -0.07 -0.0912
C 2.2848 1.4449 -1.7082 -0.25 -0.71 -0.04 -0.2844
O 2.6363 0.0416 -1.8113 0.18 1.03 -0.64 -0.2539
P 1.4937 -1.0723 -2.1011 -1.09 -1.56 2.11 0.4465
C 1.1372 -1.9001 -0.5826 1.52 0.08 -1.86 -0.2469
C 0.1491 -1.6839 0.3221 -1.73 -0.17 1.65 -0.4152
N -0.6663 -1.6372 1.1776 1.45 -0.06 -1.14 0.0600
O 0.3213 -0.5490 -2.8439 0.73 0.38 -0.20 -0.3162
O 2.3957 -2.2140 -2.8202 1.00 0.36 -0.65 -0.2462
C 3.5578 -1.9478 -3.6699 -0.89 0.30 0.47 -0.2734
C 4.0846 -3.2461 -4.2419 -0.07 -0.01 0.11 -0.0944
H 3.2477 3.3388 -1.8807 0.07 0.06 0.01 0.0693
H 4.3381 2.0267 -1.3686 -0.09 0.05 -0.02 0.0734
H 3.8086 2.1375 -3.0571 0.01 0.01 0.05 0.0722
H 1.9303 1.6358 -0.6860 0.03 -0.06 -0.14 0.1093
H 1.4639 1.6598 -2.4088 0.18 -0.09 0.22 0.1082
H 1.8425 -2.6848 -0.3084 -0.02 0.25 -0.08 0.0414
H 3.2459 -1.2714 -4.4812 0.13 -0.12 0.22 0.1157
H 4.3432 -1.4581 -3.0761 -0.32 0.00 -0.10 0.1095
H 4.8738 -3.0076 -4.9575 0.01 -0.04 -0.05 0.0681
H 4.5238 -3.8742 -3.4629 -0.15 0.01 -0.03 0.0734
H 3.3002 -3.8053 -4.7565 0.05 0.06 0.07 0.0756
C -2.8376 2.7987 1.6628 -0.25 0.34 0.10 -0.0162
C -2.2259 1.4699 1.2729 0.18 -0.90 0.52 -0.5899
C -1.1348 1.6663 0.2225 0.38 0.03 -0.18 -0.0425
C -1.7555 0.7203 2.5288 0.32 0.61 0.16 -0.1930
C -2.4232 -0.4038 3.0111 0.06 -0.12 0.49 -0.0718
C -1.9299 -1.0772 4.1348 -0.01 0.47 -0.14 -0.0862
C -0.8123 -0.5879 4.8162 -0.13 0.07 -0.36 -0.1043
C -0.1758 0.5689 4.3547 -0.14 0.05 -0.18 -0.0942
C -0.6443 1.2218 3.2153 -0.39 -0.52 0.09 -0.0438
O -3.3243 0.7230 0.7504 -0.17 0.16 -0.51 -0.4594
S -2.9642 -0.6879 -0.0896 -1.03 -0.09 -0.40 1.1170
C -4.7500 -1.0357 -0.1556 0.38 0.47 0.07 -0.7853
F -5.4430 0.1149 -0.3461 -0.26 -1.07 0.11 0.0705
F -5.0674 -1.8916 -1.1605 0.17 0.40 0.89 0.0721
F -5.1622 -1.5867 1.0379 -0.24 0.40 -1.18 0.0465
H -2.0627 3.4589 2.0684 -0.17 -0.11 -0.02 0.0858
H -3.2924 3.2744 0.7883 0.09 -0.03 0.05 0.0909
H -3.6131 2.6487 2.4213 0.13 0.04 -0.10 0.0963
H -0.4414 2.4489 0.5526 -0.10 -0.11 -0.01 0.0807
H -0.5392 0.7593 0.0471 -0.30 0.19 0.09 0.0551
H -1.5711 1.9924 -0.7331 0.01 -0.10 0.29 0.0998
H -3.3117 -0.8018 2.5138 0.51 0.24 0.17 0.0869
H -2.4272 -1.9974 4.4452 0.18 0.27 0.05 0.0999
H -0.4322 -1.1099 5.6908 -0.02 0.07 -0.13 0.0889
H 0.6978 0.9686 4.8607 -0.08 -0.12 0.07 0.0898
H -0.1689 2.1242 2.8324 0.11 -0.23 0.20 0.1057
```
Positions in Å, forces in eV/Å.

***

(5)
# C16H22N2

One molecule with the formula C16H22N2 (ωB97M-V/def2-TZVPD, the OMol25 dataset).

As for the total charge: 0. Its energy above the lowest of the compared OMol25 structures with the same formula, charge and spin is 0.198 eV. Its frontier orbital gap is 8.42 eV. As for the SMILES: CCCc1nc2c(C)ccc(C)c2c(N)c1CC.

The geometry in XYZ format:
```
40
Properties=species:S:1:pos:R:3:forces:R:3:lowdin_charge:R:1
C -2.5771 -1.8401 1.7575 -0.16 0.12 -0.08 -0.1017
C -3.2338 -1.2051 0.5386 0.10 -0.09 -0.02 -0.2484
H -3.5401 -0.1873 0.7826 -0.11 0.05 -0.02 0.0878
H -4.1352 -1.7662 0.2790 -0.04 0.09 -0.01 0.1076
C -2.2957 -1.2065 -0.6722 -0.30 0.12 0.03 -0.1466
C -0.9969 -0.4821 -0.4280 0.23 -0.28 -0.10 -0.2407
N 0.0282 -1.2988 -0.3956 -0.24 -0.47 -0.18 0.1495
C 1.2735 -0.8348 -0.2185 0.21 0.65 0.21 -0.1758
C 2.3239 -1.7858 -0.2865 0.31 -0.05 0.01 -0.2139
C 3.6113 -1.3508 -0.1311 -0.28 -0.18 -0.04 -0.0388
C 3.8875 0.0090 0.0335 -0.12 0.32 0.07 -0.0540
C 2.8973 0.9593 0.1136 0.38 -0.06 0.03 -0.2122
C 1.5419 0.5361 0.0503 -0.12 -0.53 -0.09 -0.0404
C 0.3891 1.3660 0.2140 -0.33 -0.22 -0.11 -0.1785
C -0.8719 0.8990 -0.1695 0.31 0.39 0.18 -0.1063
C -2.0161 1.8900 -0.2282 0.01 -0.10 -0.01 -0.1977
H -2.6367 1.8154 0.6711 0.01 0.13 0.02 0.1110
C -2.9057 1.7992 -1.4707 -0.01 0.08 0.16 -0.0919
H -2.3063 1.5798 -2.3512 0.01 -0.04 -0.12 0.0859
H -3.6788 1.0444 -1.3709 -0.06 -0.07 -0.05 0.0565
H -3.4017 2.7558 -1.6275 -0.06 0.02 -0.04 0.0721
H -1.5835 2.8921 -0.2459 -0.06 -0.04 0.08 0.0952
N 0.5293 2.6332 0.7499 -0.03 0.15 -0.03 0.1227
H 1.3537 2.7658 1.3089 -0.07 0.07 0.00 0.0754
H -0.2988 3.0199 1.1725 0.08 -0.04 0.01 0.0909
C 3.3288 2.4011 0.1647 0.05 0.02 -0.04 -0.0626
H 4.3255 2.4907 -0.2642 0.01 0.02 0.03 0.0787
H 2.6557 3.0383 -0.4034 0.06 0.09 0.02 0.0773
H 3.3911 2.7700 1.1911 -0.02 0.14 0.04 0.0812
H 4.9207 0.3245 0.0805 0.07 0.08 -0.02 0.1076
H 4.4312 -2.0539 -0.1729 0.04 -0.10 -0.02 0.1092
C 1.9856 -3.2175 -0.5497 0.02 0.04 0.05 -0.0512
H 1.2076 -3.5448 0.1360 -0.05 -0.12 -0.02 0.0746
H 2.8630 -3.8502 -0.4405 0.07 -0.04 0.00 0.0727
H 1.5915 -3.3247 -1.5589 -0.07 -0.10 -0.05 0.0826
H -2.8067 -0.8014 -1.5440 -0.02 -0.02 -0.05 0.0955
H -2.0226 -2.2398 -0.8952 0.00 0.10 -0.05 0.1146
H -1.6829 -1.2883 2.0382 0.11 0.00 0.10 0.0694
H -3.2614 -1.8473 2.6037 0.00 -0.03 0.10 0.0679
H -2.2847 -2.8642 1.5388 0.07 -0.13 0.02 0.0748
```
Positions in Å, forces in eV/Å.